A molecular structure, C37H30Co2NO6Si at a distorted geometry, computed with wB97M-V/def2-TZVPD.

```
77
Properties=species:S:1:pos:R:3
O -3.393 3.578 4.119
C -2.261 3.350 4.124
Co -0.533 3.026 4.208
C -0.173 4.701 3.888
O 0.035 5.819 3.681
C -0.765 2.514 5.858
O -0.973 2.221 6.959
C -0.944 1.159 2.779
C -2.294 0.619 2.908
C -2.876 0.431 4.171
C -4.121 -0.174 4.303
C -4.821 -0.573 3.160
C -4.255 -0.399 1.892
C -2.994 0.186 1.767
C 0.060 1.010 1.896
C 0.400 0.540 0.554
Co 0.696 0.996 3.560
C 0.249 0.034 4.923
O 0.000 -0.677 5.803
C 1.356 2.580 4.370
O 2.340 3.048 4.815
C 2.117 0.014 3.288
O 2.984 -0.716 3.031
H -2.326 0.758 5.057
H -4.536 -0.308 5.298
H -5.815 -1.010 3.260
H -4.789 -0.705 0.990
H -2.549 0.336 0.780
H 0.975 -0.385 0.675
H -0.486 0.257 -0.038
C 1.772 -4.646 -0.114
C 1.812 -4.569 -1.509
C 1.340 -3.423 -2.154
C 0.834 -2.333 -1.421
Si 0.711 -0.683 -2.292
C 1.220 -0.945 -4.064
C 0.255 -0.864 -5.077
C 0.583 -1.209 -6.392
C 1.881 -1.626 -6.706
C 2.857 -1.679 -5.704
C 2.532 -1.329 -4.388
C -1.027 -0.020 -2.306
C -2.092 -0.759 -1.772
C -3.350 -0.162 -1.644
C -3.558 1.143 -2.102
C -2.517 1.851 -2.709
C -1.248 1.271 -2.813
C 1.722 0.705 -1.529
C 3.180 0.348 -1.197
C 3.640 1.365 -0.143
C 2.409 1.986 0.499
N 1.195 1.397 -0.231
C 0.541 -2.561 -0.059
C 1.134 -3.633 0.613
H 2.211 -5.499 0.399
H 2.218 -5.392 -2.103
H 1.380 -3.368 -3.245
H -0.761 -0.546 -4.832
H -0.183 -1.155 -7.166
H 2.132 -1.908 -7.729
H 3.872 -2.004 -5.938
H 3.295 -1.389 -3.605
H -1.939 -1.793 -1.451
H -4.165 -0.724 -1.183
H -4.540 1.607 -1.990
H -2.684 2.851 -3.112
H -0.439 1.816 -3.311
H 1.721 1.501 -2.291
H 3.258 -0.687 -0.829
H 3.792 0.397 -2.107
H 4.269 0.882 0.616
H 4.225 2.167 -0.608
H 2.329 1.725 1.559
H 2.348 3.075 0.413
H 0.598 2.177 -0.543
H -0.151 -1.916 0.491
H 1.081 -3.676 1.704
```

Summary:
highest occupied orbital energy = -0.052 Ha
LUMO energy = 1.8 eV
total charge = -1
gap between HOMO and LUMO = 3.238 eV
energy above the lowest of the compared OMol25 structures with the same formula, charge and spin = 280.0 kJ/mol

A molecular structure, C37H30N2O4P2S6Ti, computed with wB97M-V/def2-TZVPD.

```
82
Properties=species:S:1:pos:R:3
Ti 0.291 -0.557 -0.749
O -3.316 0.809 0.773
C -2.299 0.394 -0.030
O -1.294 -0.214 0.521
C -2.299 0.541 -1.389
C -3.282 1.033 -2.306
C -3.080 0.920 -3.637
C -1.908 0.224 -4.137
C -0.992 -0.227 -3.260
N -1.118 -0.007 -1.900
C 0.137 -1.198 -3.500
O 0.375 -1.724 -4.566
O 0.723 -1.503 -2.355
H -2.950 0.807 1.667
H -4.180 1.489 -1.912
H -3.814 1.298 -4.336
H -1.771 0.034 -5.192
N 1.544 -0.932 1.055
C 0.898 -1.545 2.167
C 1.074 -1.083 3.463
C 0.427 -1.711 4.516
C -0.394 -2.806 4.283
C -0.581 -3.258 2.985
C 0.060 -2.638 1.919
P -0.293 -2.949 0.155
C -1.912 -3.786 0.161
C -3.035 -3.003 -0.098
C -4.298 -3.578 -0.111
C -4.443 -4.938 0.129
C -3.325 -5.724 0.378
C -2.062 -5.152 0.390
C 0.846 -4.280 -0.335
C 1.689 -4.928 0.560
C 2.543 -5.927 0.116
C 2.562 -6.277 -1.224
C 1.733 -5.623 -2.126
C 0.879 -4.626 -1.685
H 1.928 -0.014 1.286
H 2.386 -1.519 0.784
H 1.711 -0.225 3.635
H 0.563 -1.339 5.524
H -0.902 -3.294 5.105
H -1.249 -4.090 2.797
H -2.915 -1.944 -0.293
H -5.164 -2.963 -0.319
H -5.427 -5.389 0.111
H -3.435 -6.787 0.555
H -1.187 -5.766 0.567
H 1.707 -4.631 1.601
H 3.214 -6.407 0.816
H 3.249 -7.037 -1.575
H 1.772 -5.865 -3.180
H 0.267 -4.088 -2.398
S 4.272 -2.525 0.419
S 4.855 -0.699 -0.371
S 3.688 -0.299 -2.021
S 2.136 0.943 -1.401
S -0.847 4.226 -2.148
P 0.118 4.084 -0.436
S 0.041 2.391 0.625
C -0.466 5.407 0.719
C -1.499 6.260 0.358
C -2.012 7.176 1.268
C -1.492 7.252 2.550
C -0.446 6.411 2.916
C 0.056 5.494 2.009
C 1.878 4.573 -0.654
C 2.252 5.363 -1.735
C 3.580 5.722 -1.917
C 4.548 5.284 -1.025
C 4.183 4.480 0.045
C 2.856 4.123 0.226
H -1.898 6.183 -0.647
H -2.827 7.827 0.974
H -1.902 7.954 3.267
H -0.034 6.460 3.917
H 0.853 4.823 2.303
H 1.491 5.670 -2.440
H 3.863 6.322 -2.774
H 5.588 5.550 -1.176
H 4.939 4.098 0.720
H 2.571 3.450 1.025
```

Summary:
highest occupied orbital energy = -0.044 Ha
LUMO energy = 3.9 eV
total charge = -2
gap between HOMO and LUMO = 5.123 eV
energy above the lowest of the compared OMol25 structures with the same formula, charge and spin = 134.8 kJ/mol

A molecular structure, C37H30N2O6RhS2Te, computed with wB97M-V/def2-TZVPD.

```
79
Properties=species:S:1:pos:R:3
Rh -0.085 -1.124 0.849
S 0.883 -3.328 1.345
C 2.185 -2.325 1.899
N 2.054 -1.039 1.729
C 3.134 -0.333 2.238
C 3.302 1.050 2.205
C 4.451 1.582 2.755
C 5.428 0.759 3.327
C 5.274 -0.613 3.357
C 4.117 -1.152 2.805
S 3.641 -2.825 2.679
H 2.546 1.677 1.751
H 4.601 2.654 2.743
H 6.318 1.204 3.751
H 6.033 -1.247 3.795
O -0.841 0.627 1.908
C -0.272 1.472 1.147
O 0.419 1.061 0.170
C -0.425 2.920 1.395
C -1.109 3.355 2.522
C -1.284 4.716 2.782
C -0.750 5.590 1.867
O -0.784 6.944 1.890
C -0.075 7.392 0.728
O 0.354 6.232 0.012
C -0.064 5.156 0.738
C 0.120 3.829 0.469
H -1.494 2.616 3.211
H -1.804 5.071 3.660
H 0.794 7.971 1.039
H -0.747 7.979 0.102
H 0.656 3.484 -0.404
C -4.792 -2.515 -2.173
O -4.507 -1.419 -1.312
C -3.652 -0.475 -1.748
C -3.138 -0.400 -3.038
C -2.316 0.658 -3.401
C -1.995 1.655 -2.493
C -2.496 1.580 -1.205
C -3.293 0.513 -0.825
N -3.836 0.533 0.493
C -4.117 -0.398 1.374
C -3.837 -1.780 1.433
C -4.676 -2.542 2.285
C -4.551 -3.900 2.370
C -3.544 -4.535 1.624
C -2.677 -3.824 0.831
C -2.781 -2.423 0.728
O -1.910 -1.729 0.052
H -5.434 -3.180 -1.604
H -3.873 -3.038 -2.447
H -5.314 -2.182 -3.072
H -3.395 -1.154 -3.767
H -1.935 0.704 -4.413
H -1.364 2.484 -2.781
H -2.261 2.351 -0.480
H -4.104 1.465 0.782
H -4.696 -0.008 2.206
H -5.445 -2.030 2.851
H -5.208 -4.478 3.004
H -3.431 -5.610 1.694
H -1.882 -4.320 0.288
C 1.663 -2.835 -2.355
Te 0.695 -0.999 -1.870
C 2.679 -0.299 -1.567
C 3.525 -1.169 -2.464
C 4.778 -0.762 -2.901
C 5.537 -1.591 -3.714
C 5.044 -2.830 -4.096
C 3.791 -3.241 -3.666
C 3.028 -2.417 -2.850
H 1.088 -3.374 -3.105
H 1.712 -3.433 -1.445
H 2.906 -0.433 -0.510
H 2.734 0.760 -1.804
H 5.161 0.208 -2.609
H 6.510 -1.265 -4.057
H 5.631 -3.473 -4.738
H 3.402 -4.205 -3.971
```

Summary:
highest occupied orbital energy (spin up / spin down) = -0.386 / -0.387 Ha
LUMO energy (spin up / spin down) = -3.2 / -4.4 eV
spin multiplicity = 5
<S²> = 6.019
total charge = +1
gap between HOMO and LUMO (spin up / spin down) = 7.269 / 6.102 eV
energy above the lowest of the compared OMol25 structures with the same formula, charge and spin = 28.2 kJ/mol

A molecular structure, C37H31CdN2O2P2S3, computed with wB97M-V/def2-TZVPD.

```
78
Properties=species:S:1:pos:R:3
Cd -1.682 0.636 -0.713
S 0.994 2.876 -0.807
P 1.470 0.972 -0.454
C 0.302 -0.239 -0.800
P 0.162 -1.047 -2.301
S -1.756 -1.139 -2.909
C 1.161 -0.292 -3.641
C 0.771 0.956 -4.125
C 1.499 1.588 -5.118
C 2.628 0.980 -5.653
C 3.034 -0.254 -5.171
C 2.311 -0.881 -4.162
C 0.823 -2.756 -2.237
C 0.746 -3.607 -3.341
C 1.240 -4.899 -3.270
C 1.799 -5.368 -2.084
C 1.844 -4.542 -0.973
C 1.353 -3.242 -1.051
C 1.933 0.814 1.316
C 1.277 -0.076 2.154
C 1.621 -0.158 3.501
C 2.633 0.638 4.011
C 3.302 1.525 3.172
C 2.948 1.616 1.836
C 3.095 0.601 -1.224
C 3.736 -0.594 -0.902
C 4.957 -0.921 -1.472
C 5.556 -0.044 -2.368
C 4.929 1.152 -2.684
C 3.704 1.475 -2.115
H -0.109 1.436 -3.716
H 1.186 2.561 -5.476
H 3.197 1.475 -6.432
H 3.925 -0.728 -5.565
H 2.662 -1.826 -3.773
H 0.292 -3.252 -4.259
H 1.185 -5.546 -4.137
H 2.184 -6.378 -2.028
H 2.257 -4.906 -0.040
H 1.353 -2.588 -0.186
H 0.506 -0.710 1.732
H 1.096 -0.851 4.148
H 2.904 0.571 5.058
H 4.096 2.150 3.563
H 3.453 2.322 1.188
H 3.277 -1.272 -0.192
H 5.440 -1.856 -1.214
H 6.508 -0.297 -2.820
H 5.389 1.837 -3.386
H 3.203 2.404 -2.356
C -3.917 -1.163 6.192
C -4.169 -0.840 4.743
C -3.227 -1.151 3.766
C -3.462 -0.865 2.432
C -4.649 -0.249 2.057
C -5.600 0.069 3.015
C -5.355 -0.229 4.348
S -4.919 0.140 0.344
O -6.196 0.813 0.294
O -4.726 -1.064 -0.408
N -3.714 1.130 -0.028
C -3.572 2.372 0.587
C -4.533 3.100 1.299
C -4.145 4.307 1.848
C -2.847 4.778 1.680
C -1.971 3.997 0.948
N -2.327 2.830 0.423
H -2.881 -1.462 6.353
H -4.555 -1.981 6.531
H -4.122 -0.302 6.831
H -2.294 -1.622 4.054
H -2.722 -1.126 1.685
H -6.518 0.552 2.708
H -6.097 0.026 5.097
H -5.542 2.732 1.393
H -4.867 4.890 2.407
H -2.523 5.719 2.102
H -0.941 4.288 0.773
```

Summary:
highest occupied orbital energy = -0.166 Ha
LUMO energy = 2.5 eV
total charge = -1
gap between HOMO and LUMO = 6.973 eV
energy above the lowest of the compared OMol25 structures with the same formula, charge and spin = 0.0 kJ/mol

A molecular structure, C37H31Cl2FN3O9PSi2 at a distorted geometry, computed with wB97M-V/def2-TZVPD.

```
86
Properties=species:S:1:pos:R:3
C -3.676 -2.618 0.334
C -2.791 -3.011 -0.369
Si -1.499 -3.607 -1.500
F -1.385 -5.192 -1.406
O -0.083 -2.855 -1.128
Si 0.654 -2.974 0.373
C 0.462 -1.293 1.189
C -0.109 -0.240 0.213
C 1.008 0.283 -0.662
N 0.851 0.055 -2.041
O 1.963 0.858 -0.196
C -0.076 -4.246 1.540
O 0.235 -5.590 1.149
N 0.147 -6.442 2.260
O 0.406 -7.536 1.973
C 2.477 -3.322 0.070
Cl 3.585 -2.449 1.096
C 3.001 -4.156 -0.838
C 4.449 -4.404 -1.127
Cl 1.946 -5.129 -1.814
P -2.068 -2.972 -3.597
N -0.518 -2.631 -4.291
O -2.522 -4.376 -4.328
H -4.578 -2.179 0.709
H -0.215 -1.375 2.039
H 1.419 -0.919 1.543
H -0.926 -0.623 -0.386
H -0.493 0.607 0.780
H 0.872 -0.944 -2.217
H 1.600 0.524 -2.537
H 0.415 -4.057 2.501
H -1.144 -4.122 1.723
H 5.065 -3.577 -0.797
H 4.746 -5.344 -0.666
H 4.560 -4.513 -2.204
H -0.266 -1.687 -4.013
H 0.219 -3.226 -3.919
H -1.784 -4.997 -4.366
C 4.324 1.003 2.600
C 4.568 2.140 3.362
C 5.640 2.963 3.061
C 6.480 2.646 2.001
C 6.245 1.493 1.248
C 5.161 0.680 1.547
C 7.152 1.107 0.131
O 6.947 0.108 -0.526
C 8.326 1.981 -0.150
C 9.215 1.618 -1.153
C 10.304 2.423 -1.437
C 10.507 3.600 -0.723
C 9.627 3.965 0.281
C 8.539 3.155 0.576
C 7.619 3.552 1.681
O 7.795 4.579 2.301
H 3.479 0.367 2.829
H 3.917 2.387 4.190
H 5.833 3.852 3.644
H 4.976 -0.202 0.953
H 9.048 0.704 -1.706
H 10.998 2.137 -2.216
H 11.356 4.231 -0.950
H 9.779 4.876 0.843
C -7.170 4.703 2.818
C -6.117 3.800 2.914
C -6.044 2.723 2.048
C -7.028 2.539 1.086
C -8.095 3.436 1.001
C -8.157 4.522 1.865
C -9.186 3.240 0.004
O -10.109 4.023 -0.074
C -9.110 2.050 -0.890
C -10.137 1.817 -1.795
C -10.077 0.725 -2.643
C -8.986 -0.137 -2.596
C -7.962 0.087 -1.693
C -8.023 1.175 -0.832
C -6.924 1.383 0.152
O -5.973 0.630 0.193
H -7.221 5.548 3.491
H -5.352 3.939 3.666
H -5.225 2.020 2.112
H -8.981 5.217 1.786
H -10.979 2.495 -1.829
H -10.880 0.544 -3.345
H -8.938 -0.986 -3.265
H -7.112 -0.580 -1.650
```

Summary:
highest occupied orbital energy = -0.322 Ha
LUMO energy = -1.1 eV
total charge = 0
gap between HOMO and LUMO = 7.657 eV

A molecular structure, C37H31Cl5N3O4ReS2 at a distorted geometry, computed with wB97M-V/def2-TZVPD.

```
83
Properties=species:S:1:pos:R:3
Re 0.041 -0.219 -0.515
O 0.758 0.744 2.525
S 0.149 -0.540 2.780
O 0.895 -1.519 3.531
N -0.106 -1.206 1.331
C -0.348 -2.585 1.241
C -0.708 -3.426 2.274
C -0.975 -4.807 2.039
C -0.747 -5.413 0.809
C -0.319 -4.567 -0.244
C 0.129 -5.056 -1.510
C 0.596 -4.180 -2.450
C 0.604 -2.812 -2.125
N 0.189 -2.325 -0.993
C -0.152 -3.188 -0.014
C -1.405 -0.178 3.560
C -1.305 0.820 4.564
C -2.487 1.278 5.143
C -3.682 0.704 4.754
C -3.735 -0.287 3.779
C -2.572 -0.709 3.150
H -0.799 -3.081 3.277
H -1.220 -5.390 2.933
H -0.895 -6.437 0.627
H 0.191 -6.112 -1.672
H 1.021 -4.482 -3.392
H 0.976 -2.146 -2.866
H -0.300 1.249 4.814
H -2.430 2.053 5.879
H -4.608 1.155 5.070
H -4.705 -0.627 3.449
H -2.637 -1.371 2.287
Cl 0.560 7.027 2.187
C 0.453 5.411 1.611
C -0.727 4.692 1.785
Cl -2.024 5.417 2.749
C -0.828 3.400 1.289
Cl -2.228 2.472 1.531
C 0.177 2.791 0.539
O -0.025 1.662 -0.086
C 1.382 3.539 0.318
Cl 2.663 2.764 -0.451
C 1.515 4.829 0.893
Cl 2.911 5.813 0.672
O 2.162 -0.462 -0.338
S 2.886 -1.266 0.833
C 4.448 -1.636 -0.033
C 5.149 -0.316 -0.106
C 5.036 0.340 1.254
C 3.633 0.020 1.854
H 4.058 -2.083 -0.950
H 4.914 -2.412 0.582
H 4.625 0.396 -0.810
H 6.154 -0.387 -0.495
H 5.156 1.439 1.234
H 5.799 -0.022 1.961
H 2.978 0.951 1.920
H 3.714 -0.369 2.870
C -4.733 -0.027 -1.427
C -4.199 -1.231 -1.014
C -2.843 -1.335 -0.735
C -1.987 -0.232 -0.869
C -2.581 0.999 -1.266
C -3.949 1.097 -1.506
H -5.789 0.081 -1.632
H -4.803 -2.132 -0.946
H -2.417 -2.313 -0.460
H -2.051 1.920 -1.354
H -4.351 2.056 -1.751
C 0.409 2.709 -6.179
C 0.364 1.801 -5.014
C 1.437 1.868 -4.131
C 1.442 1.126 -2.988
N 0.395 0.296 -2.668
C -0.605 0.212 -3.545
C -0.668 0.962 -4.710
H 1.286 2.500 -6.768
H 0.475 3.706 -5.782
H -0.495 2.635 -6.760
H 2.290 2.568 -4.318
H 2.245 1.123 -2.283
H -1.373 -0.511 -3.304
H -1.454 0.772 -5.443
```

Summary:
highest occupied orbital energy (spin up / spin down) = -0.375 / -0.386 Ha
LUMO energy (spin up / spin down) = -3.0 / -3.4 eV
spin multiplicity = 4
<S²> = 3.778
total charge = +1
gap between HOMO and LUMO (spin up / spin down) = 7.167 / 7.051 eV
energy above the lowest of the compared OMol25 structures with the same formula, charge and spin = 0.0 kJ/mol